(1)
Formula: C16H30N4O3
Source: the Open Molecules 2025 dataset
Level of theory: ωB97M-V/def2-TZVPD

Positions of all 53 atoms, in Å:
C  0.9405  -4.2947  0.4564
C  0.7560  -3.0616  -0.4132
N  -0.0512  -2.0284  0.2372
C  -1.5027  -2.1666  0.2070
C  -2.1529  -1.3265  -0.8833
N  -1.7456  -1.7866  -2.2104
C  0.4437  -0.9424  0.8493
O  -0.2451  -0.0427  1.3174
C  1.9673  -0.8088  0.9603
O  2.6887  -1.7048  1.3809
N  2.4079  0.4165  0.6326
C  3.8049  0.7555  0.8523
C  4.2283  2.0016  0.0929
C  5.7294  2.2225  0.2920
C  6.1111  2.3063  1.7696
C  5.6151  1.0906  2.5597
C  6.4698  -0.1420  2.2382
O  7.6823  -0.0379  2.1201
N  5.8391  -1.3346  2.1350
C  6.5767  -2.5620  1.8511
C  5.6233  -3.5726  1.2326
C  7.2419  -3.0999  3.1119
C  4.1149  0.9114  2.3418
H  1.4970  -5.0581  -0.0892
H  1.4949  -4.0364  1.3571
H  -0.0207  -4.7243  0.7451
H  1.7240  -2.6402  -0.6743
H  0.2521  -3.3018  -1.3489
H  -1.7296  -3.2240  0.0549
H  -1.9024  -1.8698  1.1765
H  -3.2388  -1.3437  -0.7262
H  -1.8268  -0.2947  -0.7561
H  -2.2542  -2.6222  -2.4739
H  -1.9444  -1.0872  -2.9132
H  1.7116  1.1391  0.5241
H  4.3789  -0.0864  0.4585
H  3.9923  1.8925  -0.9681
H  3.6687  2.8671  0.4679
H  6.2753  1.3938  -0.1709
H  6.0452  3.1300  -0.2253
H  7.1918  2.3862  1.8751
H  5.6659  3.2048  2.2087
H  5.7994  1.2735  3.6229
H  4.8305  -1.3895  2.1377
H  7.3583  -2.3031  1.1333
H  6.1541  -4.4956  0.9992
H  4.8117  -3.8119  1.9240
H  5.1773  -3.1858  0.3153
H  7.8384  -3.9844  2.8818
H  7.8976  -2.3448  3.5432
H  6.4862  -3.3767  3.8507
H  3.5940  1.8005  2.7111
H  3.7181  0.0666  2.9061

Forces on the atoms, in the same order (eV/Å):
C 0.0 0.0 0.0
C 0.0 0.0 0.0
N 0.0 -0.1 0.1
C 0.0 0.0 0.0
C 0.0 0.0 0.0
N 0.0 0.0 0.0
C 0.0 0.1 -0.2
O 0.0 0.0 0.0
C 0.0 0.1 0.3
O 0.0 -0.1 -0.1
N 0.0 0.0 0.0
C 0.0 0.0 0.0
C 0.0 0.0 0.0
C 0.0 0.0 0.0
C 0.0 0.0 0.0
C 0.0 0.0 0.0
C 0.0 0.0 0.0
O 0.0 0.0 0.0
N 0.0 0.0 0.0
C 0.0 0.0 0.0
C 0.0 0.0 0.0
C 0.0 0.0 0.0
C 0.0 0.0 0.0
H 0.0 0.0 0.0
H 0.0 0.0 0.0
H 0.0 0.0 0.0
H 0.0 0.0 0.0
H 0.0 0.0 0.0
H 0.0 0.0 0.0
H 0.0 0.0 0.0
H 0.0 0.0 0.0
H 0.0 0.0 0.0
H 0.0 0.0 0.0
H 0.0 0.0 0.0
H 0.0 0.0 0.0
H 0.0 0.0 0.0
H 0.0 0.0 0.0
H 0.0 0.0 0.0
H 0.0 0.0 0.0
H 0.0 0.0 0.0
H 0.0 0.0 0.0
H 0.0 0.0 0.0
H 0.0 0.0 0.0
H 0.0 0.0 0.0
H 0.0 0.0 0.0
H 0.0 0.0 0.0
H 0.0 0.0 0.0
H 0.0 0.0 0.0
H 0.0 0.0 0.0
H 0.0 0.0 0.0
H 0.0 0.0 0.0
H 0.0 0.0 0.0
H 0.0 0.0 0.0

Output
HOMO in eV: -9.284
Orbital gap in eV: 10.04
SMILES string: CCN(CCN)C(=O)C(=O)N[C@H]1CCC[C@H](C(=O)NC(C)C)C1

Atom charges from the Löwdin analysis, given in e for atoms 1 to 6: number 1, C, carries -0.069; number 2, C, carries -0.202; number 3, N, carries -0.037; number 4, C, carries -0.147; number 5, C, carries -0.256; number 6, N, carries 0.002


(2)
Formula: C16H30NOPPb
Source: the Open Molecules 2025 dataset
Level of theory: ωB97M-V/def2-TZVPD

Positions of all 50 atoms, in Å:
C  -0.0558  1.4093  -3.6937
C  -0.9179  1.8638  -2.7085
C  -0.8496  1.3951  -1.3796
C  0.0847  0.4097  -1.0445
C  0.8662  -0.1197  -2.0801
C  0.8802  0.4518  -3.3666
C  -1.7881  2.0734  -0.4315
C  -2.8714  1.2092  0.2314
N  -2.5435  -0.1992  0.4156
Pb  0.6159  -0.0624  1.2167
C  1.7828  -1.2836  -1.9309
P  1.2201  -2.6316  -0.8797
H  -1.6596  2.6235  -2.9570
H  1.5889  0.1222  -4.1279
H  -0.1335  1.8098  -4.6938
H  2.7919  -1.0240  -1.6253
H  1.8402  -1.8191  -2.8821
H  -1.2376  2.5938  0.3507
H  -2.3444  2.8387  -0.9822
H  -3.0815  1.6375  1.2222
C  2.7326  -3.4946  -0.4959
C  0.2771  -3.5727  -2.0739
H  -3.8172  1.2688  -0.3535
C  -2.8926  -1.0285  -0.7324
C  -3.0778  -0.6969  1.6784
H  2.3983  -0.3278  0.7181
H  -3.9919  -1.0872  -0.8428
H  -2.4463  -0.6087  -1.6410
H  -2.5123  -2.0462  -0.5681
H  -4.1806  -0.7222  1.6603
H  -2.7308  -1.7220  1.8590
H  -2.7194  -0.0599  2.5045
H  1.0092  -4.0475  -2.7320
H  -0.3426  -4.3302  -1.6238
H  -0.3191  -2.8853  -2.6860
H  3.0487  -4.0021  -1.4138
H  3.4837  -2.7584  -0.1767
H  2.5551  -4.2560  0.2650
H  0.4971  -2.3576  0.3186
C  1.7409  1.4587  4.4185
C  1.1527  2.3456  3.3240
C  2.1853  3.1409  2.5269
O  0.2605  1.6236  2.4714
H  2.5149  0.7978  4.0380
H  0.9675  0.8398  4.8976
H  2.2015  2.1010  5.1928
H  0.5410  3.0726  3.8779
H  2.7284  2.4958  1.8146
H  1.6650  3.8986  1.9243
H  2.8830  3.6625  3.1966

Forces on the atoms, in the same order (eV/Å):
C -0.1 0.3 0.3
C -0.1 -0.2 0.3
C -0.1 0.6 -0.8
C 0.0 0.1 -0.2
C 0.3 0.6 -0.5
C -0.4 -0.3 0.2
C -0.2 0.2 0.0
C -0.1 0.6 0.5
N -2.1 0.2 0.3
Pb 0.3 1.8 -0.5
C 0.2 0.0 0.8
P 0.7 -0.4 -0.9
H 0.2 -0.2 0.1
H -0.2 -0.2 0.3
H 0.1 0.0 -0.1
H 0.2 0.2 0.1
H 0.2 0.1 0.0
H 0.2 -0.1 0.2
H 0.3 0.0 0.2
H 0.0 -0.2 -0.4
C 0.0 -0.3 0.4
C -0.4 0.0 0.0
H 0.5 -0.3 0.2
C 0.9 -0.5 -0.2
C 0.7 -0.6 0.9
H -0.5 -0.1 0.5
H 0.4 0.2 0.2
H -0.2 -0.1 0.2
H -0.2 0.2 -0.1
H 0.3 0.2 -0.1
H -0.1 0.2 -0.1
H -0.3 -0.2 -0.4
H 0.0 0.0 0.1
H -0.3 -0.3 0.1
H 0.0 -0.1 0.2
H 0.1 0.2 0.1
H -0.2 -0.4 0.0
H 0.2 0.1 0.0
H 0.2 -0.2 -0.7
C 0.1 0.1 0.3
C 0.5 0.0 0.6
C -0.3 -0.1 -0.3
O -0.4 -0.4 -0.8
H 0.2 -0.1 -0.2
H 0.1 0.3 -0.2
H -0.2 -0.4 -0.4
H -0.4 -0.2 -0.4
H 0.1 0.1 0.4
H 0.2 -0.1 0.2
H -0.1 -0.3 -0.2

Output
HOMO (alpha / beta) in eV: -15.195 / -14.523
Total charge: +2
Orbital gap (alpha / beta) in eV: 6.30 / 4.58

Atom charges from the Löwdin analysis, given in e for atoms 1 to 6: number 1, C, carries -0.029; number 2, C, carries -0.009; number 3, C, carries -0.271; number 4, C, carries -0.216; number 5, C, carries -0.317; number 6, C, carries -0.017


(3)
Formula: C16H30NOTm
Source: the Open Molecules 2025 dataset
Level of theory: ωB97M-V/def2-TZVPD

Positions of all 49 atoms, in Å:
C  1.5765  2.5161  -0.9163
H  2.4510  3.1575  -0.7520
H  1.8578  1.8473  -1.7582
H  1.4855  1.9684  0.0654
C  0.3649  3.3906  -1.2176
H  -0.5015  2.7807  -1.5419
H  0.0530  3.8800  -0.2855
C  0.6094  4.4999  -2.2542
H  -0.2992  5.0957  -2.4013
H  1.3982  5.1841  -1.9155
H  0.9024  4.1028  -3.2337
C  -0.9212  -1.8648  -0.2822
C  -1.5735  -1.0385  -1.2628
C  -0.6214  -0.7442  -2.3022
C  0.6249  -1.3751  -1.9554
C  0.4358  -2.0749  -0.7173
C  1.4017  -2.9872  -0.0454
C  1.8850  -1.3380  -2.7445
C  -0.9224  0.0230  -3.5359
C  -3.0244  -0.7518  -1.2800
C  -1.6141  -2.5873  0.8242
Tm  0.1689  0.2106  -0.2995
H  2.7344  -1.6656  -2.1315
H  1.8385  -2.0040  -3.6183
H  2.0880  -0.3212  -3.1118
H  2.4296  -2.7345  -0.3333
H  1.3075  -2.9078  1.0469
H  1.2357  -4.0427  -0.3191
H  -2.4562  -2.0061  1.2199
H  -2.0052  -3.5637  0.4777
H  -0.9395  -2.7802  1.6694
H  -3.2518  0.1301  -1.8896
H  -3.5826  -1.6012  -1.7110
H  -3.4155  -0.5819  -0.2679
H  -0.1306  0.7533  -3.7603
H  -1.0101  -0.6451  -4.4056
H  -1.8669  0.5696  -3.4412
C  1.3639  -0.5537  4.4080
N  0.0462  -0.0444  4.0311
C  -0.8861  0.2911  5.1010
C  -0.2574  0.1862  2.7719
O  0.5993  0.0075  1.8274
H  1.3689  -0.5681  5.4972
H  2.1609  0.1063  4.0466
H  1.5134  -1.5770  4.0389
H  -1.1584  1.3527  5.0653
H  -1.8034  -0.3047  5.0334
H  -0.3812  0.0756  6.0385
H  -1.2791  0.5345  2.5282

Forces on the atoms, in the same order (eV/Å):
C 0.4 0.0 0.1
H -0.1 -0.3 0.0
H -0.1 0.0 0.3
H 0.4 0.6 -0.4
C -0.5 0.3 0.3
H 0.0 0.0 -0.1
H 0.0 -0.1 -0.1
C 0.1 -0.1 -0.2
H 0.2 -0.2 0.1
H -0.2 -0.2 0.0
H 0.0 0.0 0.2
C 0.1 -0.8 -1.3
C 0.8 -1.2 -0.5
C -0.3 -1.2 0.4
C -1.0 -0.6 -0.1
C -1.2 -0.7 -0.5
C 0.5 0.0 0.3
C 0.5 0.2 -0.2
C 0.1 0.5 -0.5
C -0.8 0.4 0.0
C 0.0 -0.1 0.6
Tm 1.3 3.2 1.5
H -0.1 0.1 -0.3
H -0.1 0.2 0.2
H 0.1 -0.3 -0.1
H -0.2 -0.2 0.2
H 0.2 -0.1 -0.3
H -0.1 0.4 0.0
H 0.0 -0.2 -0.1
H 0.2 0.5 0.1
H -0.1 -0.1 -0.2
H -0.1 -0.2 0.2
H 0.2 0.3 0.2
H 0.0 0.0 -0.3
H -0.2 -0.1 -0.1
H 0.1 0.2 0.2
H 0.2 -0.1 -0.1
C 0.4 -0.1 0.2
N -0.4 0.4 -1.5
C -0.8 0.2 0.3
C 0.9 -0.5 0.7
O -1.0 0.2 0.3
H 0.3 -0.1 -0.2
H -0.2 -0.2 0.0
H 0.0 0.3 0.0
H 0.2 -0.2 0.1
H 0.3 0.0 0.0
H -0.3 0.1 0.0
H 0.3 -0.1 0.4

Output
HOMO (alpha / beta) in eV: -15.192 / -15.171
Total charge: +2
Orbital gap (alpha / beta) in eV: 7.95 / 8.02
⟨S²⟩: 2.00
Spin multiplicity: 3

Atom charges from the Löwdin analysis, given in e for atoms 1 to 6: number 1, C, carries -0.140; number 2, H, carries 0.117; number 3, H, carries 0.089; number 4, H, carries 0.040; number 5, C, carries -0.315; number 6, H, carries 0.092


(4)
Formula: C16H31BrHgO2SbSi3
Source: the Open Molecules 2025 dataset
Level of theory: ωB97M-V/def2-TZVPD

Positions of all 55 atoms, in Å:
Hg  -0.3487  -0.8957  -0.3873
C  -0.1958  0.0365  6.5350
Si  0.8456  -0.3165  5.0260
C  2.3979  0.7160  5.1268
C  1.3367  -2.1181  5.0822
Sb  -0.2782  0.1550  2.7486
Si  -0.8180  2.6934  2.8635
C  -2.0126  3.1421  1.5359
C  0.8299  3.5271  2.6452
C  -1.4882  3.0214  4.5795
Si  -2.3519  -1.3670  2.9603
C  -3.5883  -0.9893  1.6293
C  -3.1387  -1.1997  4.6491
C  -1.7023  -3.1045  2.7578
H  0.4077  -0.1986  7.4164
H  -1.0965  -0.5756  6.5677
H  -0.5000  1.0819  6.5998
H  2.9428  0.4703  6.0425
H  2.1752  1.7849  5.1479
H  3.0580  0.5272  4.2779
H  1.9098  -2.3122  5.9933
H  1.9562  -2.3953  4.2271
H  0.4654  -2.7756  5.0925
H  -1.6529  2.7896  0.5633
H  -2.1165  4.2304  1.4879
H  -3.0007  2.7096  1.7102
H  1.2589  3.2686  1.6746
H  1.5424  3.2462  3.4227
H  0.7012  4.6128  2.6755
H  -2.2403  2.2896  4.8807
H  -1.9576  4.0093  4.5940
H  -0.6887  3.0178  5.3232
H  -4.0209  0.0064  1.7379
H  -4.3986  -1.7236  1.6595
H  -3.1353  -1.0351  0.6368
H  -3.2812  -0.1572  4.9408
H  -2.5342  -1.6886  5.4146
H  -4.1202  -1.6823  4.6377
H  -1.1681  -3.2157  1.8114
H  -2.5323  -3.8169  2.7628
H  -1.0173  -3.3796  3.5611
Br  -4.0061  1.2540  -1.1780
C  -3.0070  0.3639  -2.5303
C  -3.6057  -0.7160  -3.1639
C  -2.9334  -1.3598  -4.1926
C  -1.6915  -0.8943  -4.6018
C  -1.1044  0.1782  -3.9485
C  -1.7409  0.8147  -2.8846
C  -0.9870  1.9101  -2.1306
O  -0.6608  2.9065  -2.7612
O  -0.7400  1.6242  -0.9100
H  -4.5895  -1.0423  -2.8543
H  -3.3839  -2.2203  -4.6701
H  -1.1828  -1.3646  -5.4339
H  -0.1247  0.5341  -4.2431

Forces on the atoms, in the same order (eV/Å):
Hg 0.0 0.9 0.4
C -0.3 0.1 -0.1
Si 0.4 -0.2 0.0
C 0.0 0.1 -0.1
C -0.1 -0.1 -0.1
Sb -0.3 -0.2 -0.3
Si 0.0 -0.1 0.0
C -0.2 -0.1 -0.2
C 0.1 0.0 -0.1
C 0.0 0.0 0.1
Si 0.0 0.0 0.1
C 0.0 0.1 -0.1
C 0.0 0.1 0.1
C 0.1 -0.1 -0.1
H 0.0 0.0 0.0
H 0.0 0.0 0.0
H 0.0 0.0 0.0
H 0.0 0.0 0.0
H 0.0 0.0 0.0
H 0.0 0.0 0.0
H 0.0 0.0 0.0
H 0.0 0.0 0.0
H 0.0 0.0 0.0
H 0.0 0.0 0.1
H 0.0 0.0 0.1
H 0.0 0.0 0.0
H 0.0 0.0 0.0
H 0.0 0.0 0.0
H 0.0 0.0 0.0
H 0.0 0.0 0.0
H 0.0 0.0 0.0
H 0.0 0.0 0.0
H 0.0 0.0 0.0
H 0.0 0.0 0.0
H -0.1 0.0 0.0
H 0.0 0.0 0.0
H 0.0 0.0 0.0
H 0.0 0.0 0.0
H 0.0 0.0 0.0
H 0.0 0.0 0.0
H 0.0 0.0 0.0
Br 0.0 0.1 -0.1
C 0.0 0.0 0.0
C 0.0 0.0 0.0
C 0.0 0.0 0.0
C 0.0 0.0 0.0
C 0.0 0.0 0.0
C 0.0 -0.1 0.1
C -0.1 -0.1 -0.4
O 0.0 0.0 0.2
O 0.3 -0.6 0.2
H 0.0 0.0 0.0
H 0.0 0.0 -0.1
H 0.0 0.0 0.1
H 0.0 0.1 0.0

Output
HOMO (alpha / beta) in eV: -8.024 / -8.060
Orbital gap (alpha / beta) in eV: 8.38 / 5.20
⟨S²⟩: 0.76
Spin multiplicity: 2

Atom charges from the Löwdin analysis, given in e for atoms 1 to 6: number 1, Hg, carries 0.724; number 2, C, carries -0.204; number 3, Si, carries 0.273; number 4, C, carries -0.233; number 5, C, carries -0.230; number 6, Sb, carries 0.830


(5)
Formula: C16H31F3P2Ru
Source: the Open Molecules 2025 dataset
Level of theory: ωB97M-V/def2-TZVPD

Positions of all 53 atoms, in Å:
P  -0.2119  -1.7174  -1.3385
P  0.1923  1.7655  -1.2095
C  -0.4886  -0.5613  -2.8031
C  0.3825  0.6909  -2.8008
H  -1.5759  -0.3409  -2.8857
H  -0.2126  -1.1629  -3.6901
H  1.4655  0.5055  -2.9791
H  0.0311  1.3607  -3.6157
C  -1.3798  2.5137  -1.8536
H  -1.7076  3.3028  -1.1700
H  -2.1729  1.7702  -2.0106
H  -1.1432  2.9573  -2.8340
C  1.3512  3.0605  -1.7768
H  0.9414  3.4738  -2.7134
H  2.3573  2.6405  -1.9624
H  1.3782  3.8530  -1.0005
C  -1.3043  -3.0131  -2.0432
H  -1.2896  -3.9018  -1.3836
H  -0.8851  -3.2807  -3.0261
H  -2.3347  -2.6346  -2.1801
C  1.4128  -2.3287  -1.9757
H  2.1533  -1.5177  -2.0580
H  1.2339  -2.7345  -2.9812
H  1.7817  -3.1199  -1.3113
Ru  -0.1416  -0.0882  2.6816
C  0.6464  1.8694  0.7022
C  -0.7632  1.2809  1.1077
C  -1.7638  0.3176  0.3450
C  -1.9318  -1.1475  0.8380
C  -0.5767  -1.8245  1.1163
C  0.8384  -1.3938  1.1371
C  1.7464  -0.4213  0.3947
C  1.9813  1.0513  0.8994
C  0.0843  -1.5593  4.0401
H  0.6886  2.8917  1.1348
H  -1.3709  2.1360  1.4551
H  -1.5857  0.2409  -0.7531
H  -2.7358  0.8457  0.3714
H  -2.6194  -1.1367  1.7127
H  -2.4869  -1.7548  0.1019
H  -0.6698  -2.8017  1.6221
H  1.4216  -2.2055  1.6149
H  1.4060  -0.2128  -0.6488
H  2.7044  -0.9724  0.2528
H  2.5260  1.0070  1.8820
H  2.7314  1.5526  0.2519
H  0.9012  -1.3237  4.7292
H  0.1931  -2.5573  3.6346
H  -0.8585  -1.4810  4.5976
F  -0.3153  2.5881  3.9234
C  -0.0893  1.2748  4.2834
F  1.1219  1.2733  4.9506
F  -1.0575  0.9702  5.2242

Forces on the atoms, in the same order (eV/Å):
P 0.0 -1.1 -3.6
P 1.1 3.1 -3.1
C 0.0 0.2 0.1
C 0.3 -0.7 0.6
H 0.7 0.0 0.1
H -0.3 0.2 0.4
H -0.7 -0.1 0.3
H 0.3 -0.1 0.8
C -0.3 0.2 1.0
H -0.2 -0.1 -0.2
H 0.2 0.3 0.3
H 0.1 -0.1 0.6
C 0.0 0.3 0.1
H 0.5 -0.1 0.4
H -0.4 0.3 0.2
H 0.2 -0.3 -0.6
C -0.2 -0.4 0.6
H -0.2 0.3 -0.5
H -0.3 0.0 0.4
H 0.5 -0.3 0.2
C 0.1 -0.2 0.5
H -0.2 -0.5 0.1
H 0.1 0.0 0.4
H 0.2 0.1 -0.3
Ru 0.7 1.7 1.3
C -1.7 -2.6 -0.2
C -0.8 -0.7 0.7
C 0.0 0.8 -1.2
C 0.3 0.9 0.3
C 1.3 0.6 -0.2
C -1.0 -0.1 2.1
C 0.6 0.6 -1.1
C 0.1 -0.7 -0.2
C -0.3 -1.3 0.5
H 0.1 -0.4 -1.0
H 0.4 -0.6 0.4
H 0.1 0.2 0.6
H 0.3 -0.5 0.2
H 0.7 -0.3 0.0
H 0.1 0.3 0.2
H -0.1 0.4 -0.5
H -0.3 0.6 -0.4
H 0.0 -0.6 0.6
H -0.5 0.7 0.3
H -1.2 0.6 -0.4
H -0.3 -0.5 0.2
H 0.1 0.2 -0.3
H 0.0 -0.3 0.2
H -0.1 -0.1 -0.1
F 0.2 -1.1 0.0
C 0.1 0.8 1.4
F -1.2 -0.1 -0.8
F 1.0 0.3 -1.1

Output
HOMO (alpha / beta) in eV: -15.001 / -15.046
Total charge: +2
Orbital gap (alpha / beta) in eV: 7.79 / 5.67
⟨S²⟩: 6.05
Spin multiplicity: 5

Atom charges from the Löwdin analysis, given in e for atoms 1 to 6: number 1, P, carries 0.981; number 2, P, carries 1.011; number 3, C, carries -0.359; number 4, C, carries -0.284; number 5, H, carries 0.101; number 6, H, carries 0.106